Entry 1:
Computed, not measured: a 2-piece molecular cluster, C4H15N3O overall, with wB97M-V/def2-TZVPD.

```
23
Properties=species:S:1:pos:R:3:forces:R:3
C 0.960 -0.013 -2.237 -0.7 1.4 2.1
C -0.504 -0.204 -1.746 -0.9 0.8 -1.3
C -0.627 0.064 -0.258 0.3 -0.2 0.4
C -0.737 1.319 0.182 -0.1 0.3 -0.3
N -0.697 1.665 1.612 -1.6 -1.4 0.2
N -0.420 -1.056 0.535 -0.3 -1.2 0.1
N 1.840 -1.223 -2.059 -0.4 0.3 -1.5
H 1.177 0.498 -3.181 -0.5 -1.0 -0.4
H 1.211 0.784 -1.536 1.1 -0.3 0.1
H -1.030 -1.086 -2.124 0.3 -0.3 0.4
H -1.083 0.590 -2.238 0.3 0.0 0.0
H -1.089 2.126 -0.440 0.5 0.1 -0.1
H -0.802 2.667 1.769 0.4 0.0 0.1
H -1.502 1.193 2.066 0.0 0.5 0.1
H 0.041 1.230 2.164 0.6 0.6 -0.2
H -0.392 -1.061 1.550 0.0 0.9 0.0
H -1.127 -1.763 0.332 0.4 -0.2 -0.4
H 1.631 -1.752 -2.912 0.4 -0.5 0.2
H 1.651 -1.839 -1.266 -0.1 0.4 0.3
H 2.828 -0.962 -2.105 0.0 -0.2 0.2
H -0.964 -0.677 4.456 -0.5 -0.1 0.4
H 0.273 -0.391 3.682 0.6 -0.1 0.3
O -0.638 -0.110 3.756 0.1 0.0 -0.6
```
Positions in Å, forces in eV/Å.

Properties
energy above the lowest of the compared OMol25 structures with the same formula, charge and spin	42.2	kcal per mole
2S+1	1
electronic energy	-400.28618	hartree
LUMO	-6.42	eV
charge	+2
E_HOMO	-17.0	eV

=====

Entry 2:
Computed, not measured: a 3-piece molecular cluster, C4H15N3O3 overall, with wB97M-V/def2-TZVPD.

```
25
Properties=species:S:1:pos:R:3:forces:R:3
C 0.387 2.070 -0.622 0.7 3.3 0.9
C 0.159 0.839 0.102 -2.0 -2.5 0.3
N 0.468 -0.487 -0.562 0.0 1.1 -1.3
C 1.944 -0.725 -0.613 -0.7 -2.1 -0.5
N 2.334 -2.057 -0.002 -0.8 0.1 -2.6
C -1.366 0.875 0.415 -1.1 -1.1 1.5
N -1.732 0.796 1.771 -1.7 0.4 -0.4
O -2.225 0.869 -0.457 0.6 0.4 0.6
H 0.046 2.948 -0.002 0.3 -0.8 0.0
H 1.411 2.352 -0.822 0.3 -0.4 -0.6
H -0.287 2.190 -1.418 -0.4 -0.2 -1.7
H 0.621 0.830 1.069 0.7 -0.1 0.5
H -0.040 -0.597 -1.530 1.2 0.5 2.4
H 2.510 0.117 -0.232 0.0 -0.1 0.8
H 2.355 -0.856 -1.604 -0.5 0.3 -0.7
H 2.032 -2.042 0.920 -0.5 -0.1 2.3
H 1.708 -2.814 -0.436 1.2 1.6 0.6
H -1.144 0.929 2.576 0.7 -0.2 -0.5
H -2.742 0.788 2.095 1.7 0.1 -1.4
O -1.715 -0.585 -2.669 0.2 -1.0 -0.8
H -2.441 -1.128 -2.337 0.2 0.2 0.0
H -1.933 0.304 -2.412 -0.3 0.6 0.5
O -0.306 -1.615 2.572 -0.8 -0.6 2.4
H 0.599 -1.424 2.486 1.8 0.3 -0.1
H -0.643 -1.580 1.711 -0.8 0.1 -2.2
```
Positions in Å, forces in eV/Å.

Properties
structure (SMILES)	C[C@H](NCN)C(N)=O.O.O
energy above the lowest of the compared OMol25 structures with the same formula, charge and spin	41.4	kcal per mole
2S+1	1
electronic energy	-551.37129	hartree
LUMO	0.65	eV
E_HOMO	-9.2	eV

=====

Entry 3:
Computed, not measured: a 2-piece molecular cluster, C4H15N3P overall, with wB97M-V/def2-TZVPD.

```
23
Properties=species:S:1:pos:R:3:forces:R:3
C 1.608 -0.981 -0.354 0.9 1.2 2.2
C -0.168 -1.851 -1.676 -1.6 1.9 -0.4
C -0.492 -1.285 0.808 2.6 -0.6 1.3
C -0.318 1.831 -0.314 0.9 0.3 0.3
N 0.454 2.659 0.445 2.3 -0.7 -1.2
N -1.515 2.338 -0.520 -1.3 -2.5 -1.5
N 0.167 -0.993 -0.498 -1.0 0.4 -0.4
P -0.077 0.262 1.983 -1.5 -3.1 1.5
H 1.880 -0.186 -1.015 1.0 0.4 -0.3
H 1.878 -0.689 0.746 -0.2 -0.7 -2.2
H 2.064 -1.904 -0.660 0.1 -0.4 0.1
H -0.104 -2.853 -1.387 0.3 -1.6 0.2
H -1.179 -1.632 -2.028 -0.2 -0.1 0.5
H 0.392 -1.609 -2.575 0.8 0.0 0.4
H -1.504 -1.493 0.723 -2.1 0.2 -0.6
H -0.086 -2.254 1.267 -0.2 1.5 -0.8
H -0.082 0.105 -0.661 0.2 -0.7 0.1
H 1.494 2.490 0.552 -2.1 -0.1 -0.3
H 0.238 3.609 0.693 -0.5 0.3 -0.1
H -2.339 1.835 -0.980 2.1 1.2 1.0
H -1.624 3.214 -0.123 -1.4 2.2 0.6
H -1.354 0.032 2.735 1.3 0.3 -0.6
H 0.668 -0.642 2.837 -0.4 0.6 -0.1
```
Positions in Å, forces in eV/Å.

Properties
energy above the lowest of the compared OMol25 structures with the same formula, charge and spin	107.1	kcal per mole
2S+1	1
electronic energy	-666.68427	hartree
LUMO	-2.53	eV
charge	+1
E_HOMO	-12.6	eV

=====

Entry 4:
Computed, not measured: one molecule with the formula C4H15N3P2, with wB97M-V/def2-TZVPD.

```
24
Properties=species:S:1:pos:R:3:forces:R:3
C -0.170 0.318 -2.596 2.8 -1.1 2.9
P -0.641 -0.844 -1.142 -1.9 4.5 2.0
C -2.549 -1.028 -1.286 0.5 1.8 0.2
N 0.266 -2.054 -0.931 0.8 -0.6 0.5
N -0.596 0.265 0.338 -1.1 -2.6 -4.6
P 0.703 0.545 1.115 1.8 1.3 0.0
C 0.923 -0.806 2.295 -2.2 -0.3 2.0
C 0.252 2.116 1.957 1.2 1.1 -1.9
N 2.184 0.761 0.123 -1.7 1.2 2.6
H -0.602 -0.120 -3.423 -0.7 -0.9 -2.1
H -0.478 1.337 -2.494 -0.2 0.5 0.3
H 1.006 0.245 -2.634 -2.4 0.2 -0.1
H -2.849 -1.788 -0.550 0.0 0.2 -0.4
H -2.918 0.020 -0.894 0.5 -2.1 -0.9
H -2.955 -1.243 -2.329 0.7 0.2 1.4
H 0.288 -2.834 -1.549 0.0 -0.4 -0.4
H 0.737 -1.644 1.577 0.7 0.1 0.9
H 1.734 -0.849 3.030 0.6 -0.2 -1.0
H 0.021 -0.839 3.096 1.5 0.3 -2.3
H -0.753 1.875 2.234 -0.6 0.2 0.3
H 0.852 2.424 2.794 0.3 -0.1 0.5
H 0.261 2.998 1.195 -0.1 -1.8 1.2
H 2.239 -0.021 -0.494 0.7 -0.5 -0.3
H 3.044 1.166 0.567 -1.2 -1.1 -0.8
```
Positions in Å, forces in eV/Å.

Properties
structure (SMILES)	CP(C)(=N)N=P(C)(C)N
energy above the lowest of the compared OMol25 structures with the same formula, charge and spin	0.0	kcal per mole
2S+1	1
electronic energy	-1008.36025	hartree
LUMO	0.83	eV
E_HOMO	-8.6	eV

=====

Entry 5:
Computed, not measured: a 2-piece molecular cluster, C4H15N4 overall, with wB97M-V/def2-TZVPD.

```
23
Properties=species:S:1:pos:R:3:forces:R:3
C 0.207 2.492 1.541 -0.2 0.7 -0.9
C 0.047 2.607 0.203 0.1 -0.4 1.4
N 0.626 1.605 -0.667 -1.2 -0.5 0.6
N -0.223 3.474 2.457 -0.1 -0.4 -0.5
H 0.759 1.662 1.977 -0.1 0.2 -0.1
H -0.542 3.378 -0.271 0.2 0.0 0.1
H 0.846 1.963 -1.598 0.1 0.2 -0.7
H 1.485 1.234 -0.250 0.7 -0.2 0.0
H -0.143 0.695 -0.721 0.5 0.7 -0.3
H -0.919 4.078 2.041 0.1 0.2 0.1
H -0.605 3.062 3.290 0.0 -0.1 0.3
N 1.020 -3.630 -0.590 -0.4 -0.1 0.5
C 0.006 -2.660 -0.155 0.3 0.0 -0.2
C -0.073 -1.559 -1.199 -0.1 0.0 0.1
N -0.978 -0.456 -0.788 -0.2 -0.6 0.4
H 0.663 -4.128 -1.393 0.0 -0.1 -0.2
H 1.123 -4.337 0.135 0.1 0.1 -0.1
H 0.327 -2.223 0.795 0.0 0.0 0.0
H -0.988 -3.094 0.005 -0.1 0.0 0.0
H 0.929 -1.153 -1.349 0.0 0.0 -0.1
H -0.416 -1.978 -2.145 0.1 0.1 -0.1
H -1.750 -0.359 -1.435 0.0 0.2 -0.2
H -1.400 -0.673 0.118 0.1 0.1 -0.2
```
Positions in Å, forces in eV/Å.

Properties
energy above the lowest of the compared OMol25 structures with the same formula, charge and spin	38.1	kcal per mole
2S+1	2
electronic energy	-380.26480	hartree
LUMO (spin up / spin down)	0.84 / 0.63	eV
⟨S²⟩	0.75
E_HOMO (spin up / spin down)	-2.6 / -8.5	eV

=====

Entry 6:
Computed, not measured: a 3-piece molecular cluster, C4H15NO2 overall, with wB97M-V/def2-TZVPD.

```
22
Properties=species:S:1:pos:R:3:forces:R:3
C 0.155 1.587 1.656 -0.3 -0.2 -0.2
C 0.452 1.865 0.183 -0.2 -0.2 0.8
C 0.969 0.642 -0.560 -0.2 1.0 -1.1
N 0.027 -0.440 -0.602 2.0 -1.8 1.5
C 0.290 -1.592 -1.423 -0.3 -0.4 -0.8
H 1.025 1.296 2.241 0.1 0.1 -0.1
H -0.306 2.472 2.092 0.1 -0.1 0.1
H -0.571 0.774 1.742 -0.1 0.1 0.2
H -0.485 2.178 -0.277 0.1 0.2 -0.3
H 1.176 2.673 0.104 0.0 -0.1 -0.3
H 1.227 0.885 -1.594 0.0 0.0 -0.1
H 1.911 0.253 -0.131 -0.2 -0.2 0.3
H -0.228 -0.791 0.331 -0.7 0.7 0.1
H 0.281 -1.344 -2.487 0.1 0.0 0.1
H 1.291 -1.994 -1.171 -0.1 0.3 0.0
H -0.417 -2.394 -1.212 -0.1 0.2 0.0
H -1.570 0.214 -1.785 -0.2 0.1 -0.3
H -2.168 0.978 -2.988 0.0 0.0 0.1
O -2.390 0.567 -2.144 0.0 0.0 0.1
H 0.252 -2.939 2.503 0.0 -0.1 0.2
H 1.419 -2.309 3.260 0.0 0.0 0.0
O 0.644 -2.090 2.731 0.0 0.1 -0.4
```
Positions in Å, forces in eV/Å.

Properties
energy above the lowest of the compared OMol25 structures with the same formula, charge and spin	3.9	kcal per mole
2S+1	2
electronic energy	-366.30518	hartree
LUMO (spin up / spin down)	-3.06 / -8.30	eV
⟨S²⟩	0.75
charge	+1
E_HOMO (spin up / spin down)	-15.2 / -15.2	eV

=====

Entry 7:
Computed, not measured: C4H15NO2S as an isolated structure, with wB97M-V/def2-TZVPD.

```
23
Properties=species:S:1:pos:R:3:forces:R:3
C -0.467 -0.428 -1.681 0.7 -5.0 3.1
C -1.332 -1.604 -1.263 3.1 -0.2 -2.5
S -3.419 1.050 -0.046 0.6 -0.4 -0.5
C 0.110 0.220 -0.395 -3.0 0.9 -0.6
N 1.074 -0.695 0.275 -0.7 1.0 -0.9
C 1.625 -0.097 1.535 0.6 0.3 -3.3
H -1.657 -0.458 -1.828 -1.3 1.4 -0.9
H 0.137 -0.562 -2.574 -0.5 0.0 -0.2
H -2.029 -1.560 -0.467 -0.2 0.6 1.3
H -1.324 -2.607 -1.817 -0.4 2.0 0.0
H -2.674 1.355 -1.145 -0.3 0.1 0.3
H -0.890 0.450 0.077 1.0 -0.4 0.8
H 0.351 1.225 -0.687 1.6 0.3 0.3
H 0.480 -1.480 0.499 0.2 -0.4 0.4
H 2.196 0.758 1.170 -0.3 0.4 0.4
H 0.823 0.162 2.149 -0.9 0.5 1.6
H 2.383 -0.744 1.892 0.3 -0.9 0.9
H 3.148 0.738 -0.934 -0.2 -0.8 0.2
H 3.602 1.709 -1.976 0.6 0.2 -1.6
O 3.304 1.660 -1.094 -0.5 0.6 1.4
H -2.034 0.223 3.565 0.8 -0.1 -1.7
H -1.916 0.604 2.009 -0.1 -0.5 0.7
O -1.492 0.079 2.737 -0.9 0.5 0.8
```
Positions in Å, forces in eV/Å.

Properties
energy above the lowest of the compared OMol25 structures with the same formula, charge and spin	148.2	kcal per mole
2S+1	1
electronic energy	-764.58608	hartree
LUMO	-2.60	eV
E_HOMO	-7.2	eV

=====

Entry 8:
Computed, not measured: a 3-piece molecular cluster, C4H15NO2S overall, with wB97M-V/def2-TZVPD.

```
23
Properties=species:S:1:pos:R:3:forces:R:3
C -2.317 -0.462 -0.086 0.3 -1.6 -0.3
C -1.425 0.574 -0.750 -0.9 -0.8 0.6
N -0.083 0.425 -0.173 -0.3 1.3 -0.8
C 0.716 1.627 -0.472 -0.1 0.6 1.0
C 2.178 1.321 -0.237 0.6 0.1 -0.3
S 3.022 0.532 -1.688 -0.5 0.0 0.8
H -3.195 -0.734 -0.675 -0.3 0.6 0.2
H -2.543 -0.206 0.947 -0.3 0.3 -0.1
H -1.813 -1.441 0.006 0.2 0.4 -0.1
H -1.448 0.461 -1.847 0.1 0.1 0.2
H -1.924 1.520 -0.504 0.8 0.3 -0.1
H 0.331 -0.377 -0.638 0.2 0.0 0.1
H 0.438 2.164 -1.393 0.5 -0.7 -0.5
H 0.450 2.406 0.251 -0.1 -0.2 0.4
H 2.237 0.688 0.658 0.0 -0.2 -0.5
H 2.836 2.144 0.018 -0.5 0.6 -0.1
H 3.103 -0.599 -1.004 0.3 -0.6 -0.3
O 0.072 -3.399 -0.153 -0.2 -0.3 -0.8
H 0.277 -4.265 0.213 0.1 0.1 0.2
H -0.239 -3.620 -1.053 0.2 0.3 0.6
O -0.064 0.443 3.252 -0.2 -0.2 -0.5
H -0.660 1.023 2.768 -0.1 0.4 0.2
H 0.052 -0.223 2.560 0.3 -0.2 0.2
```
Positions in Å, forces in eV/Å.

Properties
structure (SMILES)	CCNCCS.O.O
energy above the lowest of the compared OMol25 structures with the same formula, charge and spin	20.8	kcal per mole
2S+1	1
electronic energy	-764.78910	hartree
LUMO	0.45	eV
E_HOMO	-9.2	eV

=====

Entry 9:
Computed, not measured: a 4-piece molecular cluster, C4H15NO3 overall, with wB97M-V/def2-TZVPD.

```
23
Properties=species:S:1:pos:R:3:forces:R:3
C -0.666 0.773 -1.773 -0.7 -0.4 0.9
C -0.463 -0.720 -1.595 1.4 -0.9 -1.7
C -1.345 -1.583 -1.090 -1.4 1.6 2.2
N -2.432 -1.075 -0.282 0.6 -0.2 -2.4
C 0.947 -1.111 -2.024 -0.1 0.1 1.2
H -0.247 1.216 -0.876 0.2 0.5 0.0
H -0.178 1.258 -2.656 -0.5 -0.8 0.5
H -1.753 0.967 -1.713 0.5 0.3 -0.4
H -1.321 -2.655 -1.048 0.8 -0.3 -0.2
H -2.835 -1.695 0.382 0.0 -0.1 0.4
H -2.301 -0.106 -0.056 -0.2 0.0 0.8
H 1.629 -0.798 -1.203 -0.2 0.8 -0.5
H 1.282 -2.154 -1.975 -0.8 -0.2 -0.9
H 1.137 -0.540 -2.930 0.7 -0.5 -0.2
H 2.305 1.916 2.995 -0.1 0.0 -0.2
H 2.930 2.811 4.039 -0.1 0.1 -0.1
O 2.373 2.853 3.249 0.2 -0.1 0.2
H 1.753 -1.855 2.016 0.2 0.0 0.1
H 1.230 -0.913 0.946 0.1 0.2 0.0
O 0.946 -1.404 1.732 -0.4 -0.1 0.0
H -0.808 2.325 0.936 0.6 -0.2 0.4
H -0.862 0.934 1.755 0.6 0.4 -0.1
O -1.322 1.554 1.175 -1.3 -0.3 -0.1
```
Positions in Å, forces in eV/Å.

Properties
energy above the lowest of the compared OMol25 structures with the same formula, charge and spin	28.7	kcal per mole
2S+1	2
electronic energy	-441.80207	hartree
LUMO (spin up / spin down)	3.79 / 3.48	eV
⟨S²⟩	0.75
charge	-1
E_HOMO (spin up / spin down)	0.5 / -4.4	eV

=====

Entry 10:
Computed, not measured: a 3-piece molecular cluster, C4H15NO3 overall, with wB97M-V/def2-TZVPD.

```
23
Properties=species:S:1:pos:R:3:forces:R:3
C -2.580 -0.492 -0.183 -0.1 -1.9 1.4
N -1.465 0.420 -0.634 -1.4 -1.3 -1.2
C -1.821 1.182 -1.898 4.2 2.2 2.5
C -0.154 -0.327 -0.673 0.6 2.3 -1.8
C 0.952 0.870 -0.459 -2.3 -1.0 2.2
O 1.757 0.421 0.567 2.0 -0.3 3.5
H -2.229 -1.608 -0.124 -0.1 2.0 0.3
H -2.989 -0.200 0.861 0.9 -0.4 -1.6
H -3.506 -0.716 -0.763 0.7 1.2 -0.5
H -1.491 0.747 -2.754 0.1 -2.4 -2.7
H -1.167 2.162 -2.115 -1.0 -1.5 1.6
H -2.772 1.563 -1.924 -2.5 0.3 0.1
H 0.108 -0.939 -1.615 -0.8 1.0 0.8
H -0.102 -1.075 0.130 0.0 0.8 0.1
H 0.402 1.727 0.006 0.1 -0.3 -1.5
H 1.705 1.113 -1.171 -0.5 0.3 -1.7
H 1.629 0.830 1.478 -0.2 -0.9 -1.9
O 3.567 -1.694 0.090 1.0 -1.1 -0.2
H 3.808 -1.719 1.024 -0.4 0.4 -0.3
H 2.855 -1.079 -0.048 -0.4 0.7 0.7
O 1.030 -0.078 3.208 -1.0 2.1 -1.2
H 1.539 -0.134 3.967 1.6 0.5 2.6
H 0.925 -0.975 3.029 -0.6 -2.4 -1.1
```
Positions in Å, forces in eV/Å.

Properties
structure (SMILES)	CN(C)CCO.O.O
energy above the lowest of the compared OMol25 structures with the same formula, charge and spin	78.5	kcal per mole
2S+1	1
electronic energy	-441.75672	hartree
LUMO	0.48	eV
E_HOMO	-8.5	eV